C4H4Cl4F12NO4PS2V as an isolated structure at a distorted geometry. Source: OMol25; level of theory: ωB97M-V/def2-TZVPD.

max |F|: 2.10 eV/A
spin multiplicity: 4
E: -5631.62843 Eh
Kohn-Sham gap (spin up / spin down): 9.3 / 10.7 eV
HOMO level (spin up / spin down): -10.27 / -11.39 eV
ΔE to the lowest compared entry with this formula, charge and spin: 0.0 kJ/mol

The geometry in XYZ format:
```
33
C4H4Cl4F12NO4PS2V ωB97M-V/def2-TZVPD
V -0.500 0.774 -0.556
P -1.256 2.974 -2.334
F -1.830 4.332 -1.843
F -0.462 3.591 -3.521
F 0.033 3.129 -1.316
F -0.587 1.453 -2.633
F -2.027 2.160 -1.035
F -2.475 2.615 -3.223
C -0.932 -3.315 -1.475
F -0.330 -4.282 -2.146
F -1.804 -2.669 -2.249
F -1.545 -3.789 -0.400
S 0.359 -2.072 -0.994
O 1.583 -2.713 -0.718
O 0.331 -1.080 -2.045
N -0.312 -1.198 0.261
S 0.006 -1.838 1.739
O 0.156 -3.243 1.722
O 0.939 -1.030 2.436
C -1.625 -1.545 2.531
F -1.919 -0.236 2.532
F -2.586 -2.193 1.872
F -1.560 -1.977 3.773
C 0.003 2.566 3.368
Cl 0.118 1.998 1.657
Cl 0.332 1.303 4.520
H 0.758 3.333 3.455
H -0.997 2.950 3.508
C 3.670 -0.022 -1.521
Cl 2.305 0.944 -0.924
Cl 4.483 -0.866 -0.219
H 3.303 -0.729 -2.253
H 4.368 0.673 -1.968
```